[1]
This record from the OMol25 dataset describes a cluster of 7 separate species, C9H32O7 in total in a non-equilibrium geometry. The level of theory is ωB97M-V/def2-TZVPD.

Last column: Mulliken charge in e.
Positions of all 48 atoms, in Å:
O: -0.050 0.708 0.058  -0.536
H: 0.769 0.474 0.494  0.350
H: -0.082 1.664 0.102  0.255
O: -0.699 3.384 -0.293  -0.539
H: -0.574 3.506 -1.234  0.284
H: -1.611 3.629 -0.139  0.234
O: 1.702 -0.765 1.943  -0.583
H: 1.854 -0.115 2.629  0.268
H: 2.558 -1.166 1.798  0.308
O: -3.049 0.417 0.315  -0.617
H: -2.102 0.297 0.245  0.309
H: -3.179 1.361 0.219  0.296
C: -0.135 -3.808 2.003  -1.148
C: -0.098 -3.138 0.573  0.975
C: 1.181 -3.341 -0.289  -1.053
O: -1.113 -3.691 -0.170  -0.169
H: 0.624 -3.505 2.724  0.336
H: -0.211 -4.896 1.997  0.375
H: -1.099 -3.454 2.369  0.359
H: -0.412 -2.096 0.636  -0.085
H: 1.576 -4.355 -0.220  0.380
H: 1.898 -2.680 0.198  0.234
H: 1.135 -2.881 -1.276  0.255
H: -1.959 -3.268 -0.004  0.466
C: 2.176 4.030 1.062  -1.019
C: 1.249 4.559 2.226  0.617
C: 1.881 4.287 3.635  -1.241
O: 1.023 5.952 2.043  -0.543
H: 1.809 3.945 0.039  0.244
H: 2.498 3.035 1.369  0.181
H: 3.018 4.708 0.924  0.364
H: 0.245 4.137 2.173  0.101
H: 2.761 4.928 3.698  0.335
H: 2.180 3.242 3.726  0.272
H: 1.250 4.617 4.460  0.345
H: 0.287 5.975 1.426  0.325
C: -1.634 -1.102 -2.637  -1.131
C: -1.425 -1.937 -3.919  0.589
C: -0.834 -3.290 -3.720  -1.217
O: -2.586 -2.001 -4.638  -0.555
H: -1.949 -1.604 -1.722  0.100
H: -2.128 -0.131 -2.655  0.386
H: -0.709 -0.693 -2.231  0.419
H: -0.747 -1.383 -4.569  0.209
H: -1.013 -3.924 -4.589  0.394
H: -1.221 -3.886 -2.893  0.196
H: 0.252 -3.371 -3.755  0.346
H: -3.310 -2.371 -4.128  0.329

Values from the calculation:
<S²>: 0.754
Net charge: +1
Spin multiplicity: 2
Maximum force, hartree/bohr: 0.0483
LUMO level (alpha / beta), eV: -3.093 / -9.422
Orbital gap (alpha / beta), eV: 8.906 / 2.577

***

[2]
This record from the OMol25 dataset describes a cluster of 14 separate species, C69H165N7O14 in total in a non-equilibrium geometry. The level of theory is ωB97M-V/def2-TZVPD.

Last column: Mulliken charge in e.
Positions of all 255 atoms, in Å:
C: 15.830 22.048 10.835  -0.622
C: 16.415 23.451 10.627  0.978
C: 17.863 23.498 10.977  -1.385
O: 16.365 23.703 9.252  -0.618
H: 14.826 22.001 10.415  0.385
H: 15.631 21.917 11.899  -0.282
H: 16.512 21.271 10.489  0.480
H: 15.810 24.166 11.185  -0.153
H: 18.320 24.450 10.705  0.376
H: 18.414 22.710 10.464  0.267
H: 17.973 23.293 12.042  0.214
H: 16.506 22.886 8.769  0.393
C: 14.200 16.870 12.740  -0.137
C: 12.818 17.311 13.322  1.133
C: 12.448 18.690 12.840  -1.079
O: 11.804 16.420 12.956  -0.711
H: 14.075 16.783 11.660  0.489
H: 14.489 15.935 13.219  -0.276
H: 15.005 17.551 13.013  -0.357
H: 12.918 17.276 14.406  -0.102
H: 13.264 19.336 13.163  0.002
H: 11.552 19.082 13.320  0.309
H: 12.499 18.712 11.751  0.416
H: 11.917 15.541 13.325  0.371
C: 18.152 15.433 13.242  -0.054
C: 19.150 14.891 14.326  0.579
C: 19.027 13.383 14.604  -1.159
O: 20.448 15.045 13.922  -0.648
H: 17.137 15.434 13.639  -0.098
H: 18.266 14.822 12.346  0.640
H: 18.292 16.491 13.017  -0.509
H: 18.965 15.479 15.226  0.061
H: 19.013 12.789 13.690  0.387
H: 18.085 13.193 15.118  0.016
H: 19.857 13.096 15.249  0.404
H: 21.005 15.278 14.669  0.430
C: 18.640 16.898 9.122  -1.170
C: 17.402 17.806 9.260  -0.161
C: 16.901 17.995 10.674  -0.029
O: 17.874 19.052 8.954  -0.585
H: 19.308 17.204 8.317  0.418
H: 18.271 15.889 8.938  0.358
H: 19.324 16.944 9.970  0.150
H: 16.610 17.599 8.540  0.412
H: 16.442 17.049 10.960  0.250
H: 16.092 18.719 10.776  0.335
H: 17.649 18.109 11.459  -0.327
H: 18.643 19.241 9.497  0.337
C: 20.231 19.409 17.713  0.197
C: 21.604 18.818 18.047  0.493
C: 22.548 19.822 18.632  -1.158
O: 21.378 17.752 18.803  -0.641
H: 19.571 18.806 17.088  -0.300
H: 20.485 20.298 17.137  0.274
H: 19.670 19.652 18.616  -0.483
H: 21.979 18.498 17.075  0.353
H: 22.007 20.342 19.423  0.072
H: 22.806 20.646 17.967  0.385
H: 23.449 19.337 19.009  0.355
H: 21.100 18.068 19.666  0.430
C: 22.829 17.866 13.858  -1.393
C: 21.445 18.480 13.966  1.559
C: 21.412 20.008 13.789  -1.364
O: 20.725 17.987 12.901  -0.550
H: 22.751 16.786 13.735  0.335
H: 23.548 18.107 14.641  0.360
H: 23.376 18.177 12.968  0.364
H: 20.908 18.279 14.893  -0.342
H: 21.922 20.594 14.553  0.312
H: 20.387 20.376 13.818  0.056
H: 21.826 20.329 12.833  0.490
H: 20.637 17.060 13.135  0.229
C: 19.296 24.037 19.652  -0.540
C: 19.967 23.196 20.713  0.337
C: 19.208 23.287 22.077  -1.328
O: 20.005 21.867 20.319  -0.264
H: 18.231 23.803 19.639  -0.351
H: 19.645 23.812 18.644  0.049
H: 19.328 25.116 19.805  0.617
H: 20.985 23.544 20.885  0.540
H: 19.467 24.251 22.516  0.570
H: 19.488 22.517 22.796  0.370
H: 18.124 23.355 21.996  0.003
H: 19.197 21.388 20.520  -0.162
C: 17.827 22.148 17.108  -1.067
C: 17.026 21.125 16.289  3.044
C: 17.919 20.765 15.045  -1.057
C: 17.422 19.567 14.237  0.230
C: 17.309 18.414 15.183  -0.579
C: 16.458 18.649 16.491  3.335
N: 16.811 19.943 17.179  0.621
O: 16.184 20.249 18.427  1.637
C: 14.949 18.639 15.989  -1.060
C: 16.819 17.466 17.365  -1.231
C: 15.726 21.818 15.909  -0.896
H: 17.294 22.475 18.001  -0.089
H: 17.998 23.010 16.463  -0.197
H: 18.786 21.718 17.395  -0.104
H: 17.924 21.573 14.315  0.027
H: 18.913 20.512 15.414  -0.125
H: 18.167 19.354 13.471  0.184
H: 16.501 19.708 13.671  -0.300
H: 18.299 17.980 15.323  -0.210
H: 16.816 17.717 14.505  -0.083
H: 14.269 19.347 16.463  0.086
H: 14.798 18.743 14.915  -0.855
H: 14.620 17.633 16.248  0.349
H: 17.688 17.732 17.968  -0.371
H: 16.056 17.237 18.109  0.004
H: 17.083 16.541 16.854  0.154
H: 15.417 21.357 14.970  -0.106
H: 15.804 22.850 15.568  0.304
H: 14.949 21.802 16.673  -1.041
H: 16.916 20.500 18.996  -0.869
C: 11.231 23.522 19.073  -1.649
C: 12.634 23.146 19.658  1.075
C: 13.742 23.454 18.497  1.019
C: 14.166 24.897 18.487  -0.517
C: 14.743 25.290 19.885  -0.696
C: 13.658 25.126 21.015  1.588
N: 13.079 23.777 20.959  0.689
O: 12.408 23.382 22.113  -0.509
C: 14.407 25.327 22.390  -1.568
C: 12.545 26.145 20.940  -1.887
C: 12.582 21.537 19.824  -1.583
H: 10.486 23.857 19.794  0.262
H: 10.758 22.735 18.485  0.412
H: 11.310 24.389 18.419  0.260
H: 14.599 22.782 18.552  -0.960
H: 13.275 23.295 17.524  0.206
H: 13.324 25.526 18.199  0.361
H: 14.935 25.054 17.732  -0.521
H: 15.076 26.327 19.942  0.803
H: 15.573 24.588 19.954  -0.239
H: 15.093 24.485 22.483  0.124
H: 15.002 26.216 22.179  0.396
H: 13.702 25.476 23.208  0.429
H: 11.756 26.092 21.690  0.432
H: 12.911 27.158 21.109  0.434
H: 12.023 26.143 19.983  0.291
H: 11.989 21.208 20.678  0.440
H: 13.550 21.115 20.094  0.090
H: 12.163 21.164 18.890  0.432
H: 11.649 23.970 22.085  0.382
C: 17.273 27.152 17.254  -1.374
C: 18.354 27.149 16.184  2.261
C: 17.721 27.478 14.807  -1.686
C: 17.405 29.003 14.514  -0.762
C: 18.752 29.760 14.689  -1.228
C: 19.364 29.495 16.114  1.519
N: 19.477 28.040 16.467  0.488
O: 20.107 27.758 17.686  -0.454
C: 20.792 30.053 16.140  -2.015
C: 18.532 30.312 17.100  -1.817
C: 18.889 25.746 15.996  -1.631
H: 16.558 26.330 17.229  -0.223
H: 16.677 28.062 17.329  0.363
H: 17.722 26.998 18.235  0.405
H: 18.447 27.124 14.075  0.528
H: 16.791 26.971 14.550  0.464
H: 16.656 29.390 15.205  0.320
H: 17.048 28.984 13.484  0.447
H: 18.578 30.806 14.436  0.424
H: 19.481 29.393 13.966  0.400
H: 20.795 31.073 15.755  0.422
H: 21.330 30.000 17.086  0.403
H: 21.469 29.564 15.440  0.431
H: 17.444 30.279 17.059  0.283
H: 18.813 30.191 18.146  0.365
H: 18.739 31.376 16.986  0.473
H: 18.063 25.159 15.595  0.245
H: 19.149 25.302 16.957  0.071
H: 19.704 25.697 15.274  0.542
H: 20.958 27.489 17.332  0.358
C: 13.188 25.292 11.922  -1.891
C: 12.385 24.296 12.831  1.884
C: 11.840 25.221 13.953  -1.692
C: 10.754 24.574 14.869  0.272
C: 9.557 24.115 14.006  -1.816
C: 9.990 23.125 12.902  2.257
N: 11.176 23.725 12.153  0.168
O: 11.503 22.815 11.107  -0.465
C: 10.201 21.741 13.556  -1.869
C: 8.843 22.986 11.941  -2.240
C: 13.213 23.189 13.458  -1.188
H: 12.637 26.163 11.566  0.507
H: 13.496 24.807 10.996  0.408
H: 14.146 25.641 12.308  0.152
H: 12.646 25.565 14.602  0.443
H: 11.503 26.170 13.536  0.403
H: 10.444 25.262 15.655  0.517
H: 11.160 23.812 15.534  -0.283
H: 9.072 25.024 13.648  0.324
H: 8.744 23.654 14.568  0.580
H: 10.681 21.057 12.857  0.402
H: 10.918 21.836 14.372  0.284
H: 9.365 21.264 14.067  0.535
H: 8.773 23.826 11.249  0.494
H: 9.081 22.167 11.263  0.376
H: 7.849 23.010 12.390  0.394
H: 14.180 23.588 13.765  0.526
H: 13.354 22.346 12.781  0.195
H: 12.770 22.793 14.372  -0.009
H: 11.269 23.333 10.333  0.368
C: 15.466 14.679 24.434  -1.437
C: 15.383 14.853 22.898  0.342
C: 14.951 16.291 22.508  -0.681
O: 14.788 16.388 21.113  -0.179
C: 14.634 17.739 20.713  0.097
N: 16.758 14.560 22.439  -0.614
H: 14.547 14.955 24.951  0.351
H: 16.276 15.270 24.861  0.299
H: 15.687 13.655 24.736  0.372
H: 14.760 14.131 22.371  0.397
H: 15.715 16.942 22.932  0.227
H: 14.012 16.563 22.990  0.423
H: 13.736 18.204 21.120  0.514
H: 14.587 17.854 19.630  -0.061
H: 15.474 18.326 21.086  -0.340
H: 16.761 13.623 22.063  0.276
H: 17.089 15.137 21.678  0.130
C: 13.405 14.412 17.696  -1.725
C: 13.623 14.581 16.112  2.079
C: 14.700 13.661 15.533  -0.764
O: 14.361 12.299 15.855  -0.430
C: 15.335 11.395 15.379  -0.696
N: 12.381 14.533 15.375  -0.521
H: 13.407 13.339 17.889  0.341
H: 12.386 14.631 18.014  0.423
H: 14.175 14.904 18.289  0.354
H: 13.972 15.581 15.855  -0.944
H: 15.628 13.955 16.024  0.109
H: 14.826 13.761 14.455  0.562
H: 15.188 11.281 14.305  0.288
H: 15.077 10.459 15.873  0.303
H: 16.353 11.685 15.641  0.219
H: 11.815 13.718 15.564  0.190
H: 11.822 15.362 15.518  0.333
C: 19.148 17.416 22.046  -1.521
C: 19.254 18.784 21.284  1.960
C: 18.170 19.745 21.912  -1.088
O: 17.706 20.695 20.938  1.010
C: 16.557 21.415 21.238  -2.039
N: 20.597 19.196 21.442  -0.407
H: 18.161 16.971 21.921  0.002
H: 19.312 17.399 23.123  0.340
H: 19.844 16.707 21.598  0.418
H: 19.001 18.589 20.241  -1.084
H: 18.475 20.261 22.823  0.311
H: 17.328 19.124 22.217  0.271
H: 16.580 21.988 22.165  0.404
H: 15.643 20.823 21.292  0.246
H: 16.376 22.155 20.459  0.718
H: 20.737 19.459 22.407  0.427
H: 20.702 20.005 20.847  0.000

Values from the calculation:
Net charge: 0
Spin multiplicity: 1
Maximum force, hartree/bohr: 0.0792
LUMO level, eV: 0.435
Orbital gap, eV: 8.554

***

[3]
This record from the OMol25 dataset describes the molecule C5H8O. The level of theory is ωB97M-V/def2-TZVPD.

Last column: Mulliken charge in e.
Positions of all 14 atoms, in Å:
C: 2.811 0.122 -0.105  0.183
C: 1.696 0.524 0.108  -0.512
C: 0.304 0.903 0.348  -0.726
C: -0.650 -0.339 0.401  0.491
C: -1.802 -0.174 -0.574  -1.425
O: -0.021 -1.554 0.062  -0.504
H: 3.804 -0.211 -0.314  0.393
H: -0.013 1.590 -0.446  0.298
H: 0.241 1.465 1.287  0.306
H: -1.045 -0.408 1.427  0.152
H: -1.398 -0.099 -1.590  0.358
H: -2.457 -1.050 -0.532  0.347
H: -2.389 0.723 -0.351  0.373
H: 0.918 -1.491 0.281  0.265

Values from the calculation:
Net charge: 0
SMILES: C#CC[C@@H](C)O
Spin multiplicity: 1
Maximum force, hartree/bohr: 0.0105
LUMO level, eV: 0.996
Orbital gap, eV: 10.986

***

[4]
This record from the OMol25 dataset describes a structure of composition C30H29F2N2Pb. The level of theory is ωB97M-V/def2-TZVPD.

Last column: Mulliken charge in e.
Positions of all 64 atoms, in Å:
Pb: 1.149 1.322 -0.957  0.971
F: -2.747 -2.476 -2.626  -0.399
C: -1.446 -2.117 -2.749  0.093
C: -0.985 -0.995 -2.094  0.667
C: 0.355 -0.619 -2.194  -0.978
C: 1.204 -1.400 -2.985  0.310
C: 0.688 -2.520 -3.623  0.524
F: 1.493 -3.281 -4.422  -0.403
C: -0.630 -2.913 -3.530  -0.904
C: 2.632 -1.025 -3.152  0.137
C: 3.659 -1.972 -3.176  -0.708
C: 4.961 -1.545 -3.339  -0.383
C: 5.219 -0.187 -3.467  -0.556
C: 4.142 0.681 -3.414  -0.317
N: 2.881 0.282 -3.269  -0.324
H: -1.686 -0.431 -1.494  0.544
H: -0.995 -3.788 -4.046  0.496
H: 3.434 -3.022 -3.051  0.377
H: 5.770 -2.265 -3.357  0.393
H: 6.224 0.190 -3.601  0.368
H: 4.293 1.753 -3.487  0.391
C: -0.892 2.259 -1.487  -1.572
C: -2.268 2.104 -1.517  0.973
C: -3.070 2.365 -2.668  -0.402
C: -4.445 2.380 -2.585  -0.479
C: -5.097 2.138 -1.373  -0.413
C: -4.341 1.809 -0.243  -0.798
C: -2.969 1.754 -0.316  0.102
H: -2.576 2.535 -3.617  0.414
H: -5.028 2.585 -3.475  0.364
H: -6.178 2.169 -1.321  0.359
H: -4.839 1.568 0.689  0.402
H: -2.374 1.460 0.542  0.394
C: -0.583 -1.860 5.330  -1.724
C: -0.332 -1.673 3.853  -0.129
C: -0.339 -2.766 3.000  -0.805
C: -0.090 -2.558 1.641  0.198
C: -0.110 -3.712 0.670  -1.358
C: 0.164 -1.286 1.179  0.218
C: 0.185 -0.130 2.000  0.633
C: -0.082 -0.392 3.372  -0.344
N: 0.458 1.072 1.418  -0.047
C: 0.555 2.279 2.249  1.805
C: -0.798 2.632 2.902  -1.566
C: 1.690 2.208 3.285  -1.696
C: 0.883 3.480 1.354  -2.268
H: -0.849 -2.893 5.555  0.380
H: -1.395 -1.217 5.678  0.337
H: 0.304 -1.606 5.917  0.320
H: -0.533 -3.763 3.380  0.237
H: -0.099 -4.667 1.197  0.392
H: 0.749 -3.681 -0.005  0.283
H: -1.005 -3.684 0.044  0.177
H: 0.364 -1.164 0.127  0.115
H: -0.098 0.407 4.096  0.686
H: -1.186 1.855 3.554  0.289
H: -1.534 2.795 2.111  0.331
H: -0.713 3.556 3.484  0.490
H: 1.576 1.398 4.001  0.344
H: 1.758 3.149 3.840  0.436
H: 2.635 2.051 2.760  0.353
H: 0.137 3.593 0.562  0.390
H: 1.870 3.386 0.898  0.361
H: 0.881 4.394 1.953  0.520

Values from the calculation:
Net charge: -1
Spin multiplicity: 1
Maximum force, hartree/bohr: 0.0090
LUMO level (alpha / beta), eV: 2.477 / 2.663
Orbital gap (alpha / beta), eV: 6.052 / 6.242

***

[5]
This record from the OMol25 dataset describes a cluster of 2 separate species, C5H14N2 in total in a non-equilibrium geometry. The level of theory is ωB97M-V/def2-TZVPD.

Last column: Mulliken charge in e.
Positions of all 21 atoms, in Å:
C: 2.198 1.285 -0.856  -0.622
N: 2.276 0.336 0.212  -0.419
N: 1.707 -0.749 -0.011  0.013
C: 1.784 -1.698 1.060  -0.682
H: 3.217 1.548 -1.141  0.299
H: 1.644 0.910 -1.722  0.323
H: 1.723 2.185 -0.464  0.218
H: 2.350 -1.325 1.919  0.368
H: 0.764 -1.947 1.356  0.192
H: 2.244 -2.605 0.665  0.294
C: -2.098 -0.653 0.830  -1.308
C: -1.592 -0.198 -0.534  0.183
C: -1.685 1.315 -0.688  -1.236
H: -3.134 -0.354 0.973  0.417
H: -1.502 -0.205 1.623  0.303
H: -2.038 -1.735 0.922  0.310
H: -2.181 -0.680 -1.318  0.282
H: -0.552 -0.511 -0.656  0.079
H: -1.319 1.626 -1.663  0.313
H: -1.090 1.810 0.077  0.261
H: -2.717 1.647 -0.586  0.411

Values from the calculation:
Net charge: 0
SMILES: C/N=N/C.CCC
Spin multiplicity: 1
Maximum force, hartree/bohr: 0.0357
LUMO level, eV: 1.184
Orbital gap, eV: 10.238

***

The following E values (in Eh) correspond, in order, to the records above: -888.3615; -4164.2327; -270.4799; -1662.5738; -308.3577.